# 1
DFT (ωB97M-V/def2-TZVPD) results for a cluster of 2 separate species, C5H14 in total.

ORCA input file:
```
! wB97M-V def2-TZVPD RIJCOSX def2/J DEFGRID3
* xyz 0 1
C -1.40642 -1.13937 -0.86893
C -1.57626 -2.16928 -2.00440
H -0.72053 -1.46607 -0.09337
H -1.06515 -0.14824 -1.18645
H -2.35038 -1.02721 -0.31023
H -0.72873 -2.14345 -2.67489
H -1.53057 -3.15030 -1.53869
H -2.56734 -2.02089 -2.41971
C 0.41238 1.16653 0.86367
C 1.39648 0.05424 0.34345
C 1.20826 2.25194 1.70265
H -0.22099 0.57104 1.53239
H -0.19721 1.63326 0.10356
H 0.93785 -0.89356 0.59230
H 1.67414 0.39050 -0.66561
H 2.24754 1.96486 1.75417
H 0.81559 2.20786 2.72272
H 2.28757 -0.00213 0.97117
H 1.16706 3.20557 1.17822
*
```

Its total energy is -5411.1076 eV. The maximum force comes out at 2.492 eV/A. The calculation puts the energy above the lowest of the compared OMol25 structures with the same formula, charge and spin at 21.7 kcal/mol.


# 2
DFT (ωB97M-V/def2-TZVPD) results for a cluster of 2 separate species, C5H14 in total.

ORCA input file:
```
! wB97M-V def2-TZVPD RIJCOSX def2/J DEFGRID3
* xyz 0 1
C -1.21976 -0.34395 0.90924
C -0.67125 -1.75806 1.05175
C -0.92861 0.65852 2.03049
H -2.29324 -0.36934 0.74497
H -0.92804 0.08881 -0.03703
H 0.38960 -1.76963 1.30141
H -1.18307 -2.24627 1.88341
H -1.78913 0.69973 2.71623
H -0.90383 1.68950 1.68817
H -0.87966 -2.26530 0.11239
H -0.15693 0.28792 2.70402
C 0.67506 0.35707 -2.00165
C 2.00499 1.07167 -1.90471
H 0.82956 -0.68267 -1.72989
H -0.15568 0.78418 -1.45542
H 0.29983 0.39550 -3.02218
H 2.35333 1.69870 -2.71676
H 2.28520 1.55539 -0.96324
H 2.81185 0.32420 -1.82254
*
```

Its total energy is -5411.2674 eV. The maximum force comes out at 2.372 eV/A. The calculation puts the energy above the lowest of the compared OMol25 structures with the same formula, charge and spin at 18.0 kcal/mol.


# 3
DFT (ωB97M-V/def2-TZVPD) results for a cluster of 2 separate species, C5H14 in total.

ORCA input file:
```
! wB97M-V def2-TZVPD RIJCOSX def2/J DEFGRID3
* xyz 0 1
C 1.65228 -0.65816 1.79502
C 1.81040 0.88399 2.03245
H 2.55741 -1.21868 2.20151
H 0.67589 -0.96681 2.15180
H 1.67617 -1.10182 0.75980
H 2.21783 1.26691 1.18410
H 0.87291 1.37904 2.02773
H 2.47649 1.11133 2.87108
C -1.69872 0.26582 -1.47956
C -1.04955 -0.43334 -2.66547
C -1.12482 0.02485 -0.13994
H -1.59506 1.30432 -1.60884
H -2.74955 0.13595 -1.48345
H -0.26541 0.24975 -2.97680
H -0.09156 -0.44779 0.13411
H -1.05637 0.92881 0.53608
H -1.86933 -0.66921 -3.36735
H -0.67812 -1.45291 -2.38262
H -1.76089 -0.60207 0.41034
*
```

Its total energy is -5410.5337 eV. The maximum force comes out at 4.271 eV/A. The calculation puts the energy above the lowest of the compared OMol25 structures with the same formula, charge and spin at 35.0 kcal/mol.


# 4
DFT (ωB97M-V/def2-TZVPD) results for a cluster of 2 separate species, C5H14 in total.

ORCA input file:
```
! wB97M-V def2-TZVPD RIJCOSX def2/J DEFGRID3
* xyz 0 1
C -2.41431 -1.02796 0.45068
C -1.84787 -0.97379 1.86714
H -2.81849 -2.03527 0.34687
H -3.29616 -0.38625 0.42056
H -1.71300 -0.81745 -0.34373
H -0.92795 -0.38638 2.00752
H -1.53893 -1.98094 2.15446
H -2.55165 -0.60744 2.62681
C 2.16149 0.65553 -0.86804
C 1.46224 1.77831 -0.12232
C 1.19884 -0.23773 -1.66459
H 2.79041 1.11098 -1.65724
H 2.83747 0.14927 -0.18306
H 1.27201 2.62951 -0.79868
H 0.87082 0.28563 -2.56195
H 2.00837 2.08764 0.77183
H 0.56985 1.38298 0.34725
H 1.53259 -1.24733 -1.88383
H 0.40426 -0.37929 -0.90964
*
```

Its total energy is -5411.4720 eV. The maximum force comes out at 1.993 eV/A. The calculation puts the energy above the lowest of the compared OMol25 structures with the same formula, charge and spin at 13.3 kcal/mol.


# 5
DFT (ωB97M-V/def2-TZVPD) results for a cluster of 2 separate species, C5H14 in total.

ORCA input file:
```
! wB97M-V def2-TZVPD RIJCOSX def2/J DEFGRID3
* xyz 0 1
C 0.51400 -2.07173 0.62358
C 1.10528 -1.69931 -0.74306
C -0.02119 -3.52533 0.64126
H 1.31363 -1.92102 1.34551
H -0.29134 -1.37085 0.86249
H 1.80846 -2.46919 -1.06564
H 1.73737 -0.80487 -0.71559
H 0.29466 -4.01681 1.55605
H -1.10947 -3.49970 0.68779
H 0.37259 -1.60672 -1.54410
H 0.29225 -4.09182 -0.23134
C -0.44081 3.54116 -0.84333
C -1.11489 3.23941 0.47685
H -0.07097 2.63722 -1.32678
H -1.11307 4.01324 -1.56976
H 0.45383 4.16073 -0.74751
H -1.66860 2.29976 0.52283
H -1.72482 4.07332 0.83038
H -0.33692 3.11252 1.24036
*
```

Its total energy is -5411.7620 eV. The maximum force comes out at 1.163 eV/A. The calculation puts the energy above the lowest of the compared OMol25 structures with the same formula, charge and spin at 6.6 kcal/mol.


# 6
DFT (ωB97M-V/def2-TZVPD) results for a cluster of 2 separate species, C5H14 in total.

ORCA input file:
```
! wB97M-V def2-TZVPD RIJCOSX def2/J DEFGRID3
* xyz 0 1
C 1.99992 0.05976 -0.38506
C 3.43507 -0.31341 0.07665
H 1.41541 -0.01024 0.52269
H 1.98532 1.10670 -0.67653
H 1.62836 -0.57344 -1.17736
H 4.04027 -0.45712 -0.82462
H 3.45395 -1.30141 0.54094
H 3.80977 0.43679 0.76555
C -1.38457 0.24570 -0.15159
C -1.81099 0.62214 1.26695
C -2.55238 -0.50123 -0.81002
H -1.21203 1.13265 -0.78008
H -0.41822 -0.24087 -0.25641
H -2.78790 1.11034 1.25054
H -3.53472 -0.63188 -0.35381
H -1.13000 1.30379 1.78922
H -1.93737 -0.26764 1.87619
H -2.72725 -0.14712 -1.82916
H -2.27266 -1.57351 -0.84408
*
```

Its total energy is -5411.4285 eV. The maximum force comes out at 2.304 eV/A. The calculation puts the energy above the lowest of the compared OMol25 structures with the same formula, charge and spin at 14.3 kcal/mol.